C23H12Cl6N4O5Pd | ωB97M-V/def2-TZVPD

Atoms and positions in Å:
Pd 0.49 -0.75 -1.03
O 5.43 -0.51 2.12
C 4.32 -0.53 2.83
O 4.34 -0.58 4.03
C 2.99 -0.50 2.12
C 1.77 -0.48 2.83
Cl 1.48 -0.55 4.48
N 0.75 -0.45 1.94
N 1.28 -0.44 0.71
C 2.60 -0.49 0.79
C 3.22 -0.52 -0.56
O 4.38 -0.47 -0.84
O 2.30 -0.55 -1.57
C -0.67 -0.28 2.08
C -1.50 -0.94 1.17
C -2.87 -0.77 1.23
C -3.42 0.05 2.21
C -2.58 0.70 3.11
C -1.20 0.54 3.05
H 5.31 -0.47 1.15
H -1.10 -1.68 0.46
H -3.52 -1.29 0.54
H -4.49 0.18 2.28
H -3.00 1.35 3.87
H -0.57 1.09 3.73
Cl -0.16 -1.44 -3.22
C -0.05 -2.95 -2.30
C 0.47 -2.73 -1.05
C 0.74 -3.77 -0.19
Cl 1.51 -3.56 1.32
C 0.35 -5.06 -0.62
Cl 0.60 -6.39 0.41
C -0.23 -5.27 -1.89
Cl -0.68 -6.83 -2.38
C -0.43 -4.19 -2.76
Cl -1.10 -4.36 -4.32
N -2.46 5.65 -2.68
C -1.50 5.37 -1.77
O -0.99 6.18 -1.02
C -1.08 3.92 -1.64
C 0.24 3.68 -1.28
C 0.64 2.38 -1.07
N -0.20 1.34 -1.19
C -1.47 1.57 -1.54
C -1.95 2.85 -1.78
H -2.73 6.61 -2.79
H -2.73 5.00 -3.39
H 0.92 4.50 -1.14
H 1.66 2.15 -0.79
H -2.13 0.71 -1.62
H -2.99 2.98 -2.03

Computed properties:
net charge: +2
max |F|: 0.029 Eh/bohr
LUMO: -10.13 eV
E_HOMO: -15.1 eV

Results of the natural (NBO) charge analysis, in e, for atoms 1 through 6: number 1, Pd, carries 1.2680; number 2, O, carries -0.6211; number 3, C, carries 0.7723; number 4, O, carries -0.5038; number 5, C, carries -0.2149; number 6, C, carries 0.2085